{
  "formula": "C3H9LaO3",
  "method": "wB97M-V/def2-TZVPD",
  "elements": ["O", "H", "H", "C", "O", "C", "C", "H", "H", "H", "H", "H", "H", "H", "La", "O"],
  "xyz": [[1.0381, -3.5123, 1.0958], [1.4643, -2.5643, 1.6220], [0.6774, -4.0467, 1.8075], [-1.4796, 1.1977, -1.7941], [-0.6169, 0.4916, -0.9084], [0.0691, 1.3099, 0.0502], [0.9950, 0.4812, 0.9212], [-1.8747, 0.4710, -2.5112], [-2.3063, 1.6525, -1.2313], [-0.9037, 1.9756, -2.3124], [-0.7075, 1.7801, 0.6737], [0.6578, 2.0355, -0.5306], [2.0017, 0.5307, 0.4662], [0.9691, 0.9297, 1.9299], [-0.6476, -1.8609, -0.3203], [0.6639, -0.8714, 1.0419]],
  "forces_ev_per_a": [[0.8, 4.8, 1.2], [-1.7, -4.0, -2.1], [0.1, -0.4, 0.4], [-0.6, 0.7, -0.5], [0.3, -1.8, 0.3], [-0.4, 0.9, 0.4], [1.4, 1.0, 0.2], [0.1, 0.2, 0.0], [0.2, -0.1, -0.1], [-0.2, -0.3, 0.0], [0.3, 0.2, -0.4], [-0.3, 0.1, 0.5], [-0.2, 0.1, 0.6], [0.4, -0.1, -0.5], [1.1, -0.4, 0.8], [-1.3, -0.9, -0.9]],
  "energy_ha": -376.38995,
  "charge": 2,
  "orbital_gap_ev": 9.14,
  "homo_energy_ev": -18.5
}